Here is C11H23P2Pt as an isolated structure in a non-equilibrium geometry from OMol25. Energies are from ωB97M-V/def2-TZVPD.

- E_HOMO (alpha / beta) (eV) = 0.0 / -2.8
- Kohn-Sham gap (alpha / beta) (eV) = 3.01 / 5.72
- maximum force (eV/A) = 2.8
- relative energy (zero: lowest compared OMol25 entry of this formula, charge and spin) (eV) = 1.286

Geometry as ORCA input:
```
! RIJCOSX wB97M-V def2-TZVPD def2/J DEFGRID3
* xyz -1 3
C -0.1085 -1.6671 -1.5460
C 1.1492 -1.9656 -0.8453
C 2.0090 -0.8837 -1.0400
C 1.3006 0.1056 -1.8651
C 0.0495 -0.4499 -2.2809
Pt 0.0000 0.0000 0.0000
P -1.6354 -0.5849 1.4602
H -0.9582 -2.3491 -1.6233
H 1.3465 -2.8604 -0.2530
H 3.0131 -0.7637 -0.6304
H -0.6735 0.0026 -2.9599
H 1.7341 1.0384 -2.2330
H -1.4313 -0.2575 2.8221
H -1.9705 -1.9578 1.5694
H -2.9191 -0.0245 1.2475
C 2.5767 3.0912 3.4064
C 1.2696 3.3312 2.6440
P 0.8844 1.9581 1.4383
C -0.9213 2.3269 1.7033
C -1.3549 3.7916 1.5004
C 2.4027 2.2598 0.4273
C 2.6926 3.7178 0.0419
H 2.5318 2.1093 3.9258
H 2.7039 3.8845 4.1734
H 3.4704 3.1087 2.7574
H 0.5202 3.3204 3.4671
H 1.2388 4.3366 2.1810
H -1.4431 1.8619 0.8503
H -1.2890 1.9549 2.6804
H -0.9970 4.1630 0.5157
H -2.4649 3.8444 1.5081
H -1.0126 4.4764 2.2985
H 3.2830 1.7962 0.9173
H 2.2999 1.7639 -0.4924
H 2.9908 4.3464 0.9011
H 3.5515 3.7426 -0.6615
H 1.8100 4.1672 -0.4600
*
```

=====

Here is C11H23P2Rh as an isolated structure in a non-equilibrium geometry from OMol25. Energies are from ωB97M-V/def2-TZVPD.

- E_HOMO (alpha / beta) (eV) = -3.6 / -8.1
- Kohn-Sham gap (alpha / beta) (eV) = 4.43 / 6.24
- maximum force (eV/A) = 3.1
- relative energy (zero: lowest compared OMol25 entry of this formula, charge and spin) (eV) = 0.547

Geometry as ORCA input:
```
! RIJCOSX wB97M-V def2-TZVPD def2/J DEFGRID3
* xyz 0 5
C 3.2512 0.4794 0.0719
C 4.1034 -0.6905 -0.2219
C 4.0226 -1.0464 -1.6167
C 3.0620 -0.1339 -2.1738
C 2.6043 0.8140 -1.1731
Rh 0.9391 1.2510 0.8841
P 0.6590 2.7868 2.4087
H 3.3091 1.1545 0.9895
H 4.6310 -1.2267 0.5812
H 4.5720 -1.8713 -2.1362
H 2.0962 1.7847 -1.4568
H 2.6967 -0.1645 -3.1906
H 0.5740 4.1457 1.9560
H 1.7504 2.8704 3.3344
H -0.4760 2.6937 3.2812
C -0.8521 -1.7451 2.1502
C -0.7446 -1.6205 0.6287
P -0.6491 0.1323 0.0340
C -0.6525 -0.2051 -1.7871
C -1.9476 -0.7867 -2.3821
C -2.2728 0.9481 0.4423
C -3.5496 0.0892 0.5285
H 0.1410 -1.6695 2.6098
H -1.2479 -2.7419 2.3971
H -1.4989 -0.9839 2.6170
H 0.2011 -2.0662 0.2642
H -1.5779 -2.1265 0.1103
H -0.3911 0.7567 -2.2549
H 0.2048 -0.8906 -1.9366
H -2.7880 -0.0787 -2.3684
H -1.7533 -1.0558 -3.4284
H -2.2801 -1.7096 -1.8886
H -2.0829 1.5005 1.3822
H -2.3915 1.7340 -0.3245
H -3.4564 -0.7450 1.2408
H -4.3650 0.7448 0.8774
H -3.8407 -0.3276 -0.4499
*
```

=====

Here is C11H24Br2F9N2O13S3V as an isolated structure in a non-equilibrium geometry from OMol25. Energies are from ωB97M-V/def2-TZVPD.

- E_HOMO (eV) = -3.2
- Kohn-Sham gap (eV) = 3.91
- maximum force (eV/A) = 3.7
- relative energy (zero: lowest compared OMol25 entry of this formula, charge and spin) (eV) = 11.770

Geometry as ORCA input:
```
! RIJCOSX wB97M-V def2-TZVPD def2/J DEFGRID3
* xyz -2 1
O -0.0308 -0.8379 0.3512
V -1.0186 -0.4297 1.5277
O -2.3385 0.1860 0.8237
C 4.6305 -5.5384 -0.6075
C 6.1566 -5.1536 -1.0519
C 6.8332 -6.1811 -1.9753
O 8.1205 -5.6215 -2.1746
C 8.9099 -6.4883 -2.9314
N 6.0594 -3.7877 -1.7579
H 5.8358 -3.1631 -0.9963
H 6.9010 -3.4208 -2.1789
H 5.2469 -3.7921 -2.3578
H 4.4964 -6.6011 -0.4061
H 3.9290 -5.2893 -1.4038
H 4.2763 -4.9010 0.2027
H 6.8041 -4.9235 -0.2058
H 6.2543 -6.2284 -2.8976
H 6.8771 -7.0294 -1.2923
H 9.8470 -5.9433 -3.0451
H 8.4226 -6.5532 -3.9043
H 9.1198 -7.4766 -2.5223
C -6.8989 5.4762 0.7366
C -6.9511 5.2761 -0.8144
C -8.1945 5.9810 -1.4891
O -8.1689 7.4593 -1.4649
C -9.0538 8.1791 -2.3209
N -5.6702 5.9863 -1.2129
H -4.8819 5.3747 -1.0560
H -5.6207 6.3266 -2.1626
H -5.7205 6.7659 -0.5728
H -7.6559 4.8201 1.1663
H -7.0726 6.4758 1.1350
H -5.9167 5.2258 1.1374
H -6.8263 4.2409 -1.1321
H -9.1201 5.6502 -1.0180
H -8.3240 5.5971 -2.5010
H -10.0572 8.0856 -1.9055
H -9.1427 7.8016 -3.3396
H -8.6157 9.1709 -2.4329
C -4.6907 -1.5446 7.9910
F -5.9730 -1.5570 8.3048
F -3.9314 -1.5463 9.0916
F -4.4560 -2.7747 7.4547
S -4.3340 -0.0468 6.7714
O -4.3235 1.1610 7.6215
O -3.0362 -0.3136 6.1397
O -5.3982 0.1136 5.7973
C 5.1759 0.4750 6.2041
F 6.3663 0.1524 6.8474
F 4.2561 0.5902 7.2022
F 5.3593 1.6606 5.6836
S 4.7376 -0.7606 4.8017
O 3.2601 -0.7346 4.6564
O 5.4030 -0.3044 3.5460
O 5.2829 -1.9812 5.3912
C 2.3246 -1.0697 -8.3476
F 3.6464 -1.3104 -8.3841
F 2.0383 -0.1570 -9.2742
F 1.6664 -2.1893 -8.6184
S 1.9320 -0.5519 -6.4951
O 1.7053 -1.7909 -5.7408
O 3.1045 0.1826 -6.0468
O 0.7413 0.2372 -6.5640
Br -2.6404 -4.8671 2.0663
Br 0.3432 4.2081 1.9515
*
```

=====

Here is C11H24ClIN4OPSn as an isolated structure in a non-equilibrium geometry from OMol25. Energies are from ωB97M-V/def2-TZVPD.

- E_HOMO (alpha / beta) (eV) = -17.0 / -17.3
- Kohn-Sham gap (alpha / beta) (eV) = 3.63 / 3.65
- maximum force (eV/A) = 3.8

Geometry as ORCA input:
```
! RIJCOSX wB97M-V def2-TZVPD def2/J DEFGRID3
* xyz 3 1
C -2.6993 0.2353 -1.9466
I -0.9298 -1.5152 -2.5415
H -2.3215 1.0058 -1.2645
H -2.9563 -0.6165 -1.4088
H -2.4732 0.4710 -2.9603
Sn 1.2848 1.5052 0.7946
P -0.1350 2.9584 -2.2115
C -0.6817 2.6950 -3.9370
C -0.9905 4.5804 -1.9585
H 2.1190 3.7977 -1.7516
H 1.3874 4.6123 -3.1654
H 2.0461 2.9379 -3.2969
C 1.5237 3.6625 -2.6612
H -0.6822 5.0513 -0.9882
H -0.7275 5.2675 -2.7669
H -0.7236 3.6522 -4.4991
H -1.6836 2.2365 -3.9263
H -2.0628 4.4063 -1.9367
H 0.0248 2.0213 -4.4442
C -3.8096 -2.4180 -3.1141
O -4.8648 -2.8125 -3.3335
Cl 2.7474 2.0642 2.6232
C 2.1497 -1.3591 1.6034
N 0.7879 -0.7212 1.5898
C 0.2217 -0.5929 2.9829
N 0.2797 -1.8859 3.7080
C 1.6638 -2.3817 3.7368
N 2.1601 -2.6486 2.3820
C 1.2359 -3.5905 1.6707
N -0.1260 -3.0017 1.5862
C -0.0942 -1.7028 0.9041
C -0.5890 -2.8540 2.9842
H 2.8901 -0.6797 2.0292
H 2.3698 -1.5926 0.5516
H -0.8403 -0.3220 2.8548
H 0.7555 0.1856 3.5450
H 1.6692 -3.2820 4.3135
H 2.2939 -1.5968 4.1717
H 1.5992 -3.7855 0.6665
H 1.1552 -4.5298 2.2586
H -1.0825 -1.2721 0.8329
H 0.2982 -1.8595 -0.1103
H -0.5566 -3.8346 3.4766
H -1.6331 -2.4912 2.9568
*
```

=====

Here is a 3-piece molecular cluster, C11H24N3O3 overall from OMol25. Energies are from ωB97M-V/def2-TZVPD.

- E_HOMO (eV) = -1.0
- Kohn-Sham gap (eV) = 3.38
- maximum force (eV/A) = 0.8

Geometry as ORCA input:
```
! RIJCOSX wB97M-V def2-TZVPD def2/J DEFGRID3
* xyz -1 1
C 2.5505 1.3652 1.6270
C 2.1392 0.4186 0.4766
C 1.0702 1.0425 -0.3784
O 1.2086 1.2616 -1.5705
N -0.1754 1.4542 0.2342
C -0.6993 0.5088 1.2113
C -0.1607 2.8525 0.6741
H 3.3422 0.8454 2.1939
H 1.7028 1.4619 2.3321
H 2.9939 0.2606 -0.1911
H 1.8141 -0.5976 0.7968
H -0.6598 0.8907 2.2402
H -1.7533 0.2902 0.9913
H -0.1527 -0.4355 1.1721
H -0.2844 2.9151 1.7604
H 0.8044 3.3082 0.4370
H -0.9664 3.4262 0.1908
C -5.2843 1.6933 2.0684
O -4.1451 2.0073 2.3308
N -5.6347 0.6160 1.3309
C -7.0148 0.2966 1.0531
C -4.5846 -0.2430 0.8037
H -6.1586 2.2739 2.4166
H -7.2783 -0.6874 1.4495
H -7.2098 0.2986 -0.0222
H -7.6591 1.0398 1.5207
H -3.9846 -0.6539 1.6156
H -3.9188 0.3191 0.1491
H -5.0452 -1.0548 0.2448
C 5.2056 -2.3478 -1.0628
O 4.9369 -1.5480 -0.1977
N 4.6703 -2.2936 -2.3060
C 4.9922 -3.2506 -3.3328
C 3.7291 -1.2131 -2.5815
H 5.9021 -3.1959 -0.9205
H 5.4418 -2.7627 -4.2023
H 4.1004 -3.7891 -3.6657
H 5.7044 -3.9758 -2.9396
H 4.2005 -0.2415 -2.4367
H 2.8771 -1.2542 -1.9034
H 3.3837 -1.3018 -3.6099
*
```

=====

Here is C11H24N4OSi2Zr as an isolated structure in a non-equilibrium geometry from OMol25. Energies are from ωB97M-V/def2-TZVPD.

- E_HOMO (eV) = -14.2
- Kohn-Sham gap (eV) = 7.26
- maximum force (eV/A) = 1.0
- relative energy (zero: lowest compared OMol25 entry of this formula, charge and spin) (eV) = 0.490

Geometry as ORCA input:
```
! RIJCOSX wB97M-V def2-TZVPD def2/J DEFGRID3
* xyz 2 1
Zr -0.7874 -0.7946 1.0139
C -1.9999 2.6841 1.1203
Si -1.5180 1.4739 -0.2322
C -2.9206 1.1790 -1.4302
C 0.0610 1.9963 -1.0892
C -0.0303 3.1683 -1.8545
C 1.0646 3.6693 -2.5374
C 2.2805 3.0044 -2.4676
C 2.3896 1.8481 -1.7142
C 1.2936 1.3244 -1.0131
Si 1.6608 -0.2209 -0.0084
C 2.9749 0.1329 1.2776
C 2.2367 -1.6084 -1.1462
H -2.1522 3.6653 0.6588
H -1.2206 2.8236 1.8737
H -2.9342 2.4129 1.6159
H -3.0965 2.1041 -1.9880
H -3.8531 0.9208 -0.9255
H -2.6900 0.4047 -2.1627
H -0.9711 3.7052 -1.9267
H 0.9718 4.5746 -3.1225
H 3.1414 3.3899 -2.9976
H 3.3556 1.3541 -1.6733
H 3.8877 0.4842 0.7886
H 3.2370 -0.7594 1.8511
H 2.6738 0.9168 1.9752
H 3.0524 -1.2127 -1.7588
H 1.4711 -1.9629 -1.8394
H 2.6530 -2.4625 -0.6025
N -1.7384 -0.7209 3.1903
N -0.3098 -0.8505 3.3452
H -2.1540 -0.0287 3.8089
H -2.1911 -1.6142 3.3693
H -0.0419 -1.5251 4.0574
H 0.0625 0.0556 3.6280
N 0.1372 -4.1769 0.2650
C -1.0941 -3.7758 -0.0281
N -2.0104 -4.6042 -0.4913
O -1.4493 -2.5381 0.1455
H 0.4294 -5.1255 0.0796
H 0.8795 -3.4933 0.3279
H -1.8184 -5.5720 -0.6980
H -2.9326 -4.2460 -0.6844
*
```